The following is a quantum chemistry calculation of one molecule with the formula C4H6N2O2 in a non-equilibrium geometry, from the OMol25 dataset.

As for the multiplicity: 1. As for the SMILES: O=CNN1C[C@H]1C=O. The HOMO energy comes out at -9.2509 eV. The relative energy (zero: lowest compared OMol25 entry of this formula, charge and spin) is 667.8 kJ/mol. Its frontier orbital gap is 7.90 eV.

Last column: Mulliken charge in e.
Positions of all 14 atoms, in Å:
C -0.65612 0.37988 1.80739  0.0446
C -0.66180 0.50221 -1.82255  -0.3234
C -0.18255 -0.76943 -1.39832  -0.1620
C 1.19325 -1.12025 -1.29413  -0.0680
H -1.89598 0.35448 1.59775  0.2032
H 0.77211 0.14023 0.34453  0.3864
H -1.56827 0.60832 -2.32846  0.3131
H 0.13715 1.28772 -1.76575  0.2802
H -0.68137 -1.69380 -1.85615  0.2726
H 1.36396 -1.88917 -1.86533  0.4511
N -0.20674 0.58347 0.54419  -0.1219
N -1.04870 0.13201 -0.41137  -0.2470
O -0.30980 0.81004 2.85192  -0.4440
O 1.87278 -0.53137 -0.20324  -0.5849